# 1
{
  "formula": "C9H16NSi",
  "method": "ωB97M-V/def2-TZVPD",
  "homo_energy_ev": [-10.057, -10.057],
  "total_charge": 1,
  "max_force_ev_per_a": 3.7,
  "e_tot_ha": -696.3572,
  "spin_multiplicity": 1,
  "symbols": ["C", "C", "C", "C", "C", "C", "C", "C", "C", "N", "Si", "H", "H", "H", "H", "H", "H", "H", "H", "H", "H", "H", "H", "H", "H", "H", "H"],
  "positions_angstrom": [[3.79534, 1.88851, 0.36699], [2.59529, 2.30903, 0.92135], [3.86743, 0.60678, -0.23582], [1.43051, 1.53651, 0.74028], [2.73279, -0.19333, -0.30389], [1.49660, 0.27102, 0.17090], [-1.15219, -3.41442, -0.02415], [0.15161, -2.68338, 0.34829], [-3.37904, 0.68886, -0.43785], [-3.74362, 2.13513, -0.58599], [-0.13068, -0.74507, 0.09108], [4.74115, 2.35010, 0.57787], [2.54469, 3.11648, 1.59317], [4.73484, 0.42344, -0.80803], [0.49861, 1.90904, 1.10374], [2.77165, -1.14496, -0.87058], [-1.15758, -4.47164, 0.40837], [-2.05494, -2.86762, 0.38107], [-1.35623, -3.64304, -1.04910], [1.06525, -2.93489, -0.29416], [0.51119, -2.97879, 1.44826], [-4.14057, 0.06789, -0.04595], [-3.01079, 0.32513, -1.47071], [-4.19494, 2.58111, 0.15180], [-4.36094, 2.24365, -1.40499], [-2.85606, 2.60922, -0.81458], [-1.39938, 0.01522, 0.04265]],
  "forces_ev_per_a": [[-0.418, -1.799, 0.730], [-0.323, -1.412, -0.436], [-1.631, 1.396, -0.141], [0.993, 0.354, 0.099], [0.446, -0.528, -0.950], [-1.388, -0.858, -0.270], [-0.809, -1.433, 1.821], [0.961, 0.672, 0.459], [2.768, -0.690, -0.845], [0.839, -0.982, -3.330], [3.348, -1.211, 0.858], [0.060, 0.717, -0.204], [-0.007, 1.269, 0.308], [0.958, -0.851, -0.161], [-0.503, 0.270, 0.287], [0.122, 0.564, 0.608], [-0.016, 1.479, -0.146], [0.920, -0.709, -0.327], [0.300, 0.539, -0.935], [-1.259, 0.188, 0.675], [-0.874, 1.079, -2.204], [-1.119, -0.153, 0.164], [-0.892, 0.686, 1.436], [-0.672, 0.675, 1.988], [0.102, 0.408, 0.250], [-0.779, 0.070, 0.353], [-1.129, 0.259, -0.088]]
}

# 2
{
  "formula": "C4H5NO2",
  "method": "ωB97M-V/def2-TZVPD",
  "homo_energy_ev": -9.033,
  "total_charge": 0,
  "max_force_ev_per_a": 1.0,
  "e_tot_ha": -360.5433,
  "spin_multiplicity": 1,
  "symbols": ["O", "C", "C", "C", "N", "C", "O", "H", "H", "H", "H", "H"],
  "positions_angstrom": [[0.48349, 2.00616, -1.42341], [-0.35509, 1.40105, -0.60997], [-0.14031, -0.06567, -0.61844], [0.88840, -0.41979, 0.50089], [0.12447, -1.20962, 1.46491], [-1.06368, -1.24020, 1.02935], [-1.36775, -0.64932, -0.14340], [0.21281, 2.91188, -1.22960], [0.10237, -0.50257, -1.59361], [1.73713, -0.98400, 0.10602], [1.28224, 0.47459, 1.00077], [-1.90408, -1.72250, 1.51647]],
  "forces_ev_per_a": [[-0.573, 0.038, 0.555], [0.019, -0.197, 0.064], [-0.053, 0.066, 0.014], [0.243, 0.082, -0.059], [-0.459, 0.035, -0.136], [0.223, -0.198, 0.260], [0.019, -0.314, -0.082], [0.643, 0.456, -0.619], [-0.001, 0.087, 0.083], [-0.119, 0.050, 0.057], [-0.064, -0.123, -0.130], [0.122, 0.018, -0.007]]
}

# 3
{
  "formula": "C4H7NOP",
  "method": "ωB97M-V/def2-TZVPD",
  "homo_energy_ev": -3.909,
  "total_charge": -1,
  "smiles": "C#C[C@@H](C)N=[PH2][O-]",
  "max_force_ev_per_a": 4.2,
  "e_tot_ha": -627.9098,
  "spin_multiplicity": 1,
  "symbols": ["C", "C", "C", "C", "N", "P", "O", "H", "H", "H", "H", "H", "H", "H"],
  "positions_angstrom": [[0.64841, -2.21413, 1.95394], [0.24034, -1.30427, 1.25440], [-0.01488, -0.06123, 0.43199], [0.53524, 1.21904, 0.91110], [0.41528, -0.22968, -0.95094], [-0.55036, 0.09121, -2.12412], [-0.14090, -0.21214, -3.56174], [0.91789, -3.04424, 2.52059], [-1.19975, 0.05794, 0.56922], [0.43605, 1.34106, 2.00147], [1.55474, 1.15211, 0.49953], [0.24814, 2.07576, 0.43856], [-2.03701, -0.31410, -2.00412], [-1.05319, 1.44267, -1.93988]],
  "forces_ev_per_a": [[-1.078, 1.745, -1.412], [1.447, 0.318, 0.614], [-3.753, -1.182, -1.353], [2.829, -1.498, 2.126], [0.180, -1.101, 1.415], [-2.461, 0.450, -2.388], [-0.243, 0.512, 1.703], [0.237, -0.741, 0.494], [1.729, -0.358, -0.554], [0.451, 0.067, -0.238], [0.426, 0.136, 1.124], [-1.887, 1.993, -1.466], [1.470, -0.521, 0.282], [0.654, 0.179, -0.347]]
}